Record 1
Density functional theory data (the ωB97M-V functional and the def2-TZVPD basis) for the molecule C10H12Si at a distorted geometry.

Each line ends with the Mulliken charge.
Atoms and positions in Å:
C: 3.316 0.444 0.211  -0.82
C: 3.000 -0.848 -0.070  -0.48
C: 2.163 1.302 0.248  -0.42
C: 1.725 -1.303 -0.187  -0.42
C: 0.889 0.860 0.120  1.07
C: 0.674 -0.480 -0.207  0.59
C: -0.237 1.785 0.096  -1.06
C: -1.417 1.227 -0.270  0.40
C: -0.737 -0.867 -0.399  -0.67
C: -2.833 1.434 -0.381  -1.16
Si: -1.720 -1.987 0.678  0.43
H: 4.316 0.710 0.322  0.45
H: 3.889 -1.427 -0.240  0.35
H: 2.181 2.313 0.681  0.27
H: 1.388 -2.321 -0.612  0.24
H: 0.160 2.827 0.090  0.28
H: -0.843 -1.071 -1.515  0.39
H: -3.185 0.530 -0.727  0.40
H: -3.100 2.230 -1.122  0.30
H: -3.393 1.621 0.578  0.26
H: -2.060 -1.485 2.033  -0.11
H: -1.210 -3.419 0.806  -0.14
H: -2.966 -2.074 -0.134  -0.13

## Properties
Lowest unoccupied orbital energy ... 0.7334 eV
Frontier orbital gap ... 9.14 eV
Multiplicity ... 1
E_tot ... -677.5857 a.u.
Relative energy (zero: lowest compared OMol25 entry of this formula, charge and spin) ... 254.2 kJ/mol

Record 2
Density functional theory data (the ωB97M-V functional and the def2-TZVPD basis) for a structure of composition C25H29N5O6S.

Each line ends with the Mulliken charge.
Atoms and positions in Å:
C: 4.514 4.414 0.694  -1.02
C: 3.384 4.437 1.719  -0.39
O: 3.157 3.170 2.304  -0.49
C: 2.549 2.192 1.585  0.85
C: 2.530 0.931 2.189  -0.85
C: 1.934 -0.139 1.561  0.38
C: 1.343 0.027 0.310  -2.24
C: 1.339 1.280 -0.284  -0.23
C: 1.940 2.356 0.344  -0.41
H: 1.920 3.316 -0.147  0.46
H: 0.853 1.404 -1.239  0.66
N: 0.713 -1.077 -0.318  0.55
C: 1.332 -1.934 -1.174  1.97
O: 0.722 -2.884 -1.665  -0.83
C: 2.734 -1.726 -1.484  -0.05
C: 3.457 -2.571 -2.336  -0.57
N: 2.998 -3.677 -2.926  -0.31
H: 2.017 -3.888 -2.816  0.25
H: 3.617 -4.158 -3.562  0.19
C: 4.798 -2.087 -2.467  0.22
N: 5.068 -0.991 -1.788  -0.70
S: 3.788 -0.452 -0.957  0.22
C: 5.817 -2.742 -3.307  0.35
O: 5.587 -3.745 -3.964  -0.71
N: 7.018 -2.130 -3.284  -0.34
H: 7.136 -1.303 -2.726  0.25
H: 7.778 -2.497 -3.830  0.24
C: -0.709 -1.285 -0.085  0.62
C: -1.121 -0.918 1.300  -0.27
C: -1.293 0.293 1.902  -0.25
C: -1.712 0.019 3.226  -1.21
C: -1.773 -1.338 3.339  0.41
O: -1.416 -1.913 2.170  -0.50
C: -2.155 -2.221 4.472  -1.37
H: -2.355 -1.619 5.353  0.37
H: -1.353 -2.925 4.692  0.31
H: -3.046 -2.796 4.223  0.30
H: -1.938 0.736 3.988  0.49
H: -1.131 1.254 1.458  0.82
C: -1.560 -0.483 -1.092  0.16
O: -1.101 0.318 -1.874  -0.69
N: -2.868 -0.796 -1.013  -0.11
H: -3.195 -1.370 -0.249  0.36
C: -3.892 -0.018 -1.666  -1.31
H: -4.578 -0.692 -2.188  0.35
C: -4.665 0.807 -0.622  0.68
C: -5.859 1.551 -1.231  -0.77
H: -6.024 2.492 -0.706  0.35
C: -7.016 0.589 -0.966  -0.60
H: -7.055 -0.183 -1.734  0.25
H: -7.982 1.086 -0.916  0.39
C: -6.603 -0.013 0.374  -0.52
H: -6.931 0.628 1.205  0.28
H: -6.989 -1.022 0.537  0.29
O: -5.188 -0.078 0.364  -0.46
H: -5.710 1.758 -2.288  0.33
H: -3.958 1.486 -0.127  0.21
H: -3.398 0.638 -2.385  0.43
H: -0.895 -2.354 -0.255  0.58
H: 1.927 -1.112 2.029  0.58
H: 2.993 0.822 3.156  0.45
H: 3.659 5.077 2.562  0.33
H: 2.462 4.832 1.275  0.31
H: 5.429 4.062 1.164  0.30
H: 4.276 3.747 -0.131  0.31
H: 4.678 5.415 0.306  0.37

## Properties
Lowest unoccupied orbital energy ... 0.3486 eV
Frontier orbital gap ... 8.15 eV
Multiplicity ... 1
E_tot ... -2093.5296 a.u.
Relative energy (zero: lowest compared OMol25 entry of this formula, charge and spin) ... 2.3 kJ/mol